Entry 1:
A cluster of 23 separate species, C17H73BrF5N3O28PS in total, computed with ωB97M-V with the def2-TZVPD basis set.

Its charge is +1. The energy above the lowest of the compared OMol25 structures with the same formula, charge and spin comes out at 0.0000 eV.

```
129
C17H73BrF5N3O28PS (ωB97M-V with the def2-TZVPD basis set)
C 2.47077 0.03205 5.49192
C 3.32667 0.21690 4.22032
C 3.29263 1.68289 3.77585
C 1.92782 2.10683 3.24313
N 1.87106 2.06715 1.74450
C 0.54838 1.97612 1.34377
C -0.10183 0.83476 1.20859
C 0.45366 -0.53034 1.47454
C 1.86353 -0.76959 0.88911
P 2.17853 -2.55127 0.86151
O 2.08739 -2.99327 2.24722
O 3.61607 -2.88624 0.30393
C 4.72779 -2.33170 1.07136
C 5.70653 -3.43415 1.38870
O 1.11066 -3.32635 0.00454
C 1.12422 -3.05857 -1.42930
C 2.23403 -3.79352 -2.17481
N -1.44389 1.17066 0.83604
C -2.49975 0.15742 0.63454
C -3.52593 0.50749 -0.42405
O -4.68772 1.05765 0.22095
C -1.53775 2.44548 0.77581
Br -3.04141 3.45992 0.39607
N -0.36932 3.03662 1.06022
S 0.01453 4.66368 1.11291
O -1.05287 5.47053 1.53519
O 1.18041 4.85937 1.87421
C 0.44344 5.14386 -0.62493
F 0.46864 6.43702 -0.75273
F -0.52230 4.64566 -1.40041
C 1.76339 4.54645 -1.15221
F 1.91360 4.98408 -2.38621
F 1.71042 3.22621 -1.21040
F 2.82328 4.91326 -0.47015
H 2.25233 0.98766 5.95916
H 1.50902 -0.37882 5.20175
H 2.94977 -0.61203 6.21113
H 4.34394 -0.02794 4.48375
H 2.93059 -0.39846 3.41936
H 3.45886 2.25749 4.67921
H 4.10397 1.93636 3.11366
H 1.67183 3.09270 3.62116
H 1.18696 1.41155 3.61877
H 2.27973 2.91838 1.38253
H -0.19082 -1.31549 1.09410
H 0.46546 -0.63356 2.55413
H 2.58084 -0.34980 1.56900
H 1.94075 -0.30998 -0.09145
H 4.39700 -1.82855 1.96990
H 5.23200 -1.64143 0.41099
H 5.66759 -4.23680 0.66225
H 5.53391 -3.85008 2.37399
H 6.71788 -3.04493 1.37596
H 0.18341 -3.43539 -1.79958
H 1.14257 -2.00296 -1.67924
H 1.87703 -4.32378 -3.04245
H 2.68010 -4.50630 -1.48662
H 2.97903 -3.07329 -2.45670
H -2.95358 -0.09799 1.58342
H -1.99031 -0.73975 0.31456
H -3.86553 -0.35804 -0.98105
H -3.16054 1.25350 -1.12057
H -4.72062 0.75083 1.13373
O 1.87606 -1.81802 -4.08226
H 1.90430 -0.86108 -3.99093
H 2.27644 -1.98062 -4.94800
O 6.07563 -0.31617 -0.93049
H 6.22843 0.62337 -0.78404
H 6.39713 -0.46690 -1.82756
O 6.29628 -2.95153 -2.46805
H 5.92539 -3.73393 -2.89301
H 5.57993 -2.62802 -1.90738
O -7.16212 0.95032 -2.01703
H -7.73310 0.34754 -1.51946
H -6.46308 1.17722 -1.39097
O -1.59989 -3.71748 -2.80681
H -2.02734 -4.16034 -2.05875
H -2.21933 -3.83902 -3.53735
O 4.09539 7.50986 0.05275
H 3.89515 6.68450 -0.40060
H 3.35037 7.65976 0.64293
O 5.34627 7.53940 -2.61966
H 4.84565 7.73050 -1.81678
H 4.88275 8.01635 -3.31439
O -9.09257 -1.34388 -0.69473
H -9.30041 -2.12654 -1.21464
H -9.84693 -1.24118 -0.09953
O -3.69750 -4.13723 -5.25292
H -4.58991 -4.50082 -5.21396
H -3.80328 -3.29244 -5.69750
O -6.19323 -1.54776 -3.12172
H -6.26723 -0.62425 -2.84891
H -5.87876 -1.49770 -4.02621
O -4.30316 -3.80088 -1.18054
H -4.83224 -3.50682 -0.43402
H -4.74352 -3.39419 -1.94326
O -2.14470 -6.86705 -4.89285
H -2.14593 -5.90507 -4.85232
H -1.77199 -7.06613 -5.75660
O -4.08807 0.64164 3.62707
H -3.29862 0.25837 4.02350
H -4.56415 1.02687 4.38067
O -6.48904 1.64803 4.77225
H -7.34284 1.20556 4.76767
H -6.68892 2.55890 4.52181
O 6.06189 1.82293 4.27895
H 6.50758 2.26467 3.54842
H 6.24582 2.38954 5.03568
O -11.89341 0.31212 -0.03882
H -11.92685 1.23617 0.22686
H -11.58243 0.34366 -0.94920
O 6.65450 -5.85074 -1.64859
H 7.44986 -6.25267 -2.01125
H 6.95956 -5.01639 -1.27312
O -6.17955 4.74366 5.18714
H -5.65263 5.16077 4.49893
H -6.05027 5.30667 5.95649
O 4.17450 -2.51270 -5.99365
H 4.92012 -2.99587 -5.62463
H 4.52137 -2.12291 -6.80208
O -8.81959 2.10317 0.12978
H -8.00372 1.65035 0.35664
H -8.58368 2.64502 -0.62999
O -0.77213 -5.59761 -0.39269
H -0.85973 -5.67790 -1.34820
H -0.03780 -4.98287 -0.26627
O 5.10283 3.51632 -2.01387
H 4.25296 3.06329 -2.00962
H 4.90189 4.41540 -2.30006
```

Atomic partial charges in e from the Mulliken method, atoms 1 to 6:
1 C -1.48
2 C 0.64
3 C -1.14
4 C -0.30
5 N 0.42
6 C -0.89


Entry 2:
A structure of composition C4H6O2, computed with ωB97M-V with the def2-TZVPD basis set.

The energy above the lowest of the compared OMol25 structures with the same formula, charge and spin comes out at 4.7532 eV.

```
12
C4H6O2 (ωB97M-V with the def2-TZVPD basis set)
C 1.41898 0.28655 0.40157
C 0.44285 -0.86648 0.39985
O -0.80708 -0.57881 1.01025
C -1.47806 0.26810 0.12412
O -0.49899 1.01132 -0.60764
C 0.62141 -0.01141 -0.80276
H 2.50688 0.11717 0.50344
H 0.47882 1.27803 0.36650
H 0.66453 -1.93534 0.39273
H -2.03492 -0.27621 -0.64213
H -2.12902 0.93501 0.69875
H 0.81460 -0.22792 -1.84467
```

Atomic partial charges in e from the Mulliken method, atoms 1 to 6:
1 C -0.78
2 C -0.16
3 O -0.38
4 C -0.06
5 O -0.41
6 C -0.14


Entry 3:
The ion C2H8N3O2 with charge +1, computed with ωB97M-V with the def2-TZVPD basis set.

Its SMILES is CO/N=[N+](/N)OC. Its charge is +1. The energy above the lowest of the compared OMol25 structures with the same formula, charge and spin comes out at 8.3911 eV.

```
15
C2H8N3O2 (ωB97M-V with the def2-TZVPD basis set)
C -0.33675 1.18801 2.26891
O 0.23958 0.43801 1.08273
N -0.64705 0.51336 0.09582
N -0.43203 -0.02590 -0.97626
N -1.29752 0.19447 -1.95605
O 0.49511 -0.84026 -1.45392
C 1.54166 -1.39846 -0.68334
H -1.02521 1.95609 1.83444
H 0.38548 1.64600 2.86451
H -0.86228 0.43775 3.03051
H -2.26758 0.75037 -1.95345
H -1.12865 -0.35266 -2.79030
H 1.39284 -2.45777 -0.74891
H 1.45865 -1.19405 0.38617
H 2.48375 -0.85495 -1.00086
```

Atomic partial charges in e from the Mulliken method, atoms 1 to 6:
1 C -0.46
2 O -0.14
3 N -0.34
4 N 1.31
5 N -0.77
6 O -0.36


Entry 4:
An isolated molecule of C3H5NO3, computed with ωB97M-V with the def2-TZVPD basis set.

Its SMILES is O=CNCC(=O)O. The energy above the lowest of the compared OMol25 structures with the same formula, charge and spin comes out at 0.6585 eV.

```
12
C3H5NO3 (ωB97M-V with the def2-TZVPD basis set)
O 1.47102 -2.43624 0.48884
C 1.15876 -1.42939 -0.09983
N 1.20263 -0.17438 0.41398
C 0.50498 0.90831 -0.22170
C -1.00332 0.89588 -0.07345
O -1.58216 0.71387 0.96410
O -1.62052 1.23471 -1.20764
H 0.82899 -1.44216 -1.15664
H 1.65530 -0.04170 1.30331
H 0.76399 0.94778 -1.28545
H 0.82612 1.85910 0.20465
H -2.56231 1.33045 -0.99757
```

Atomic partial charges in e from the Mulliken method, atoms 1 to 6:
1 O -0.55
2 C 0.08
3 N -0.11
4 C -0.53
5 C 0.57
6 O -0.53


Number 1: calculated total energy -6775.1812 Ha. Number 2: calculated total energy -306.3316 Ha. Number 3: calculated total energy -395.2490 Ha. Number 4: calculated total energy -397.8125 Ha.